Entry 1:
Below is 2 unconnected molecules or ions with the total composition C4H13NSi, with properties calculated with the ωB97M-V functional and the def2-TZVPD basis.

Summary:
Electronic energy: -504.27661 a.u.
Energy relative to the best compared isomer or geometry (same formula, charge and spin): 5.050 eV
E_HOMO (alpha / beta): -8.047 / -7.978 eV

The geometry in XYZ format:
```
19
C4H13NSi (the ωB97M-V functional and the def2-TZVPD basis)
C -1.609 0.205 -1.211
C -1.320 -0.796 1.102
C 0.759 1.478 0.729
C -0.893 -0.652 -0.300
N 1.012 0.708 -0.383
Si 2.301 -0.473 -0.526
H -1.575 0.114 -2.218
H -2.703 0.182 -0.923
H -1.112 1.159 -0.941
H -1.832 -1.724 1.197
H -1.968 -0.111 1.421
H -0.524 -0.893 1.745
H 0.950 0.749 1.609
H 1.571 2.194 0.864
H -0.232 1.880 0.741
H -0.503 -1.578 -0.797
H 2.427 -1.380 0.795
H 1.838 -1.390 -1.617
H 3.412 0.332 -1.287
```

***

Entry 2:
Below is a molecular structure, C20H21N11OPb, with properties calculated with the ωB97M-V functional and the def2-TZVPD basis.

Summary:
Total charge: +4
Electronic energy: -1643.74048 a.u.
Energy relative to the best compared isomer or geometry (same formula, charge and spin): 0.000 eV
E_HOMO (alpha / beta): -19.285 / -19.285 eV

The geometry in XYZ format:
```
54
C20H21N11OPb (the ωB97M-V functional and the def2-TZVPD basis)
Pb -0.115 -0.069 -0.341
N -1.962 -3.060 0.411
C -0.706 -3.202 0.859
N -0.393 -4.347 1.415
C 0.850 -4.474 1.888
N 1.207 -5.603 2.455
N 1.791 -3.475 1.823
C 1.408 -2.389 1.242
N 0.178 -2.157 0.705
C 2.403 -1.275 1.187
C 3.641 -1.403 1.788
C 4.519 -0.330 1.759
C 4.130 0.849 1.135
C 2.882 0.904 0.551
N 2.034 -0.138 0.571
H -2.605 -3.821 0.569
H -2.330 -2.202 0.046
H 0.544 -6.358 2.546
H 2.141 -5.722 2.815
H 3.893 -2.334 2.275
H 5.492 -0.410 2.227
H 4.779 1.712 1.107
H 2.526 1.806 0.069
C -0.970 3.634 3.017
N -0.953 4.345 1.802
C -0.414 3.825 0.548
N -0.429 4.737 -0.414
O -0.011 2.679 0.497
H -0.362 4.192 3.758
H -0.604 2.623 2.886
H -1.990 3.663 3.440
H -1.286 5.314 1.827
H -0.813 5.667 -0.311
H -0.033 4.514 -1.317
N 6.021 -0.960 -9.737
C 5.281 -1.009 -8.840
C 4.358 -1.027 -7.793
C 3.311 -1.999 -7.781
C 2.493 -2.091 -6.698
C 2.656 -1.198 -5.606
C 3.659 -0.192 -5.642
C 4.483 -0.091 -6.718
N 1.809 -1.308 -4.504
C 0.892 -2.337 -4.271
C 0.317 -2.072 -3.088
N 0.840 -0.889 -2.560
C 1.726 -0.461 -3.417
H 3.187 -2.665 -8.626
H 1.712 -2.836 -6.701
H 3.784 0.502 -4.824
H 5.248 0.672 -6.763
H 0.729 -3.160 -4.942
H -0.437 -2.647 -2.575
H 2.306 0.439 -3.313
```

***

Entry 3:
Below is 2 unconnected molecules or ions with the total composition C15H32N3O3S, with properties calculated with the ωB97M-V functional and the def2-TZVPD basis.

Summary:
Total charge: +1
Electronic energy: -1378.50659 a.u.
Energy relative to the best compared isomer or geometry (same formula, charge and spin): 5.861 eV
E_HOMO: -10.764 eV

The geometry in XYZ format:
```
54
C15H32N3O3S (the ωB97M-V functional and the def2-TZVPD basis)
C 4.047 0.160 3.108
O 2.853 0.049 2.324
C 1.728 -0.216 3.158
C 0.384 0.027 2.392
C -0.362 -1.328 2.088
N -1.140 -1.500 3.339
C -1.365 -0.372 3.948
C -0.770 0.833 3.108
S -2.239 1.169 1.972
N -0.425 1.976 3.928
C 0.433 2.781 3.355
C 0.134 3.590 2.031
C 1.849 3.063 3.977
H 3.857 0.333 4.197
H 4.654 -0.777 3.029
H 4.675 0.994 2.713
H 1.763 -1.299 3.462
H 1.745 0.389 4.096
H 0.549 0.594 1.439
H -0.909 -1.375 1.112
H 0.353 -2.188 2.015
H -1.457 -2.406 3.674
H -1.941 -0.342 4.897
H -3.296 1.215 2.865
H 0.991 4.273 1.802
H -0.065 2.929 1.157
H -0.779 4.193 2.258
H 2.594 2.782 3.196
H 1.894 4.179 4.115
H 1.992 2.558 4.954
C -1.371 0.805 -5.837
O -2.180 -0.196 -5.240
C -1.850 -1.514 -5.675
C -1.309 -2.329 -4.508
N 0.014 -1.852 -4.109
C 0.492 -2.435 -2.858
C -0.268 -2.066 -1.580
O -0.158 -0.692 -1.222
C -1.144 0.153 -1.807
H -1.748 1.777 -5.518
H -0.329 0.713 -5.511
H -1.425 0.752 -6.927
H -1.150 -1.507 -6.515
H -2.779 -1.976 -6.021
H -1.240 -3.379 -4.803
H -2.026 -2.247 -3.682
H -0.017 -0.846 -4.003
H 1.529 -2.107 -2.736
H 0.518 -3.524 -2.959
H 0.196 -2.625 -0.759
H -1.316 -2.385 -1.607
H -2.094 -0.362 -1.963
H -0.779 0.573 -2.745
H -1.313 0.989 -1.123
```

***

Entry 4:
Below is C3H9N in the gas phase, with properties calculated with the ωB97M-V functional and the def2-TZVPD basis.

Summary:
Electronic energy: -174.45045 a.u.
Energy relative to the best compared isomer or geometry (same formula, charge and spin): 0.070 eV
E_HOMO: -9.297 eV
SMILES: CC(C)N

The geometry in XYZ format:
```
13
C3H9N (the ωB97M-V functional and the def2-TZVPD basis)
C -1.201 -0.619 0.079
C 0.019 0.172 -0.414
C 1.333 -0.509 0.034
H -2.142 -0.217 -0.341
H -1.235 -0.621 1.179
H -1.153 -1.656 -0.251
H -0.044 0.126 -1.505
H 2.225 -0.035 -0.449
H 1.339 -1.603 -0.205
H 1.454 -0.349 1.118
H 0.093 1.618 1.027
H -0.762 2.124 -0.274
N 0.074 1.572 0.002
```

***

Entry 5:
Below is H4NOPS2 in the gas phase, with properties calculated with the ωB97M-V functional and the def2-TZVPD basis.

Summary:
Electronic energy: -1270.18281 a.u.
Energy relative to the best compared isomer or geometry (same formula, charge and spin): 0.356 eV
E_HOMO: -9.175 eV
SMILES: N[P@@](O)(=S)S

The geometry in XYZ format:
```
9
H4NOPS2 (the ωB97M-V functional and the def2-TZVPD basis)
N 0.784 -0.898 0.841
O -1.159 -0.822 -0.662
P -0.171 0.222 0.074
S -0.974 1.709 1.095
S 1.218 0.750 -1.451
H 0.954 -0.520 1.839
H 0.644 -1.829 0.689
H -2.143 -0.511 -0.742
H 0.847 1.900 -1.683
```

***

Entry 6:
Below is a molecular structure, C15H29CsF2N2O4S2, with properties calculated with the ωB97M-V functional and the def2-TZVPD basis.

Summary:
Total charge: -2
Electronic energy: -2015.70388 a.u.
Energy relative to the best compared isomer or geometry (same formula, charge and spin): 1.875 eV
E_HOMO: -0.793 eV

The geometry in XYZ format:
```
55
C15H29CsF2N2O4S2 (the ωB97M-V functional and the def2-TZVPD basis)
Cs -1.666 -0.141 -0.160
C 1.324 -2.068 3.157
C 1.289 -2.560 1.730
C 2.346 -2.315 0.864
C 2.303 -2.719 -0.465
C 3.429 -2.396 -1.404
C 1.159 -3.367 -0.925
C 0.091 -3.638 -0.080
C -1.145 -4.344 -0.585
C 0.175 -3.242 1.253
H 1.122 -2.880 3.859
H 0.566 -1.297 3.317
H 2.299 -1.639 3.397
H 3.206 -1.754 1.215
H 4.323 -2.089 -0.859
H 3.133 -1.569 -2.055
H 3.673 -3.253 -2.039
H 1.091 -3.634 -1.976
H -1.118 -5.409 -0.335
H -1.227 -4.251 -1.668
H -2.047 -3.923 -0.135
H -0.652 -3.452 1.927
N 0.780 1.823 2.707
C 1.353 3.171 2.813
C 0.963 4.010 1.600
C -0.540 4.274 1.498
C -0.971 4.634 0.078
N -1.197 3.418 -0.701
H 1.214 1.196 3.372
H 0.966 1.445 1.779
H 2.449 3.165 2.887
H 0.970 3.639 3.728
H 1.292 3.468 0.709
H 1.510 4.958 1.630
H -0.828 5.066 2.198
H -1.077 3.368 1.785
H -0.211 5.296 -0.368
H -1.906 5.201 0.114
H -0.351 2.846 -0.721
H -1.369 3.627 -1.676
O 0.188 1.765 -2.847
S 0.903 0.618 -2.271
O 1.929 0.097 -3.174
O -0.089 -0.456 -1.926
S 1.756 1.196 -0.545
F -4.616 -0.372 2.582
C -4.736 -0.859 1.214
F -4.831 -2.303 1.442
H -5.805 -0.625 1.018
C -2.133 -0.095 -4.698
O -1.430 -1.249 -4.280
H -2.543 -0.293 -5.692
H -1.487 0.783 -4.740
H -2.971 0.137 -4.028
H -0.859 -1.007 -3.519
```